{"formula": "C8H12N3", "method": "ωB97M-V/def2-TZVPD", "smiles": "[H]/N=C(C)/C=N\\CC#CC(C)=[NH2+]", "gap_ev": 7.16, "lumo_energy_ev": -5.101, "homo_ev": -12.26, "total_charge": 1, "symbols": ["C", "C", "C", "C", "C", "C", "C", "C", "N", "N", "N", "H", "H", "H", "H", "H", "H", "H", "H", "H", "H", "H", "H"], "positions_angstrom": [[0.105, 1.764, -0.483], [0.987, 0.952, -0.388], [-2.374, 0.419, 0.287], [-1.407, -0.784, 0.106], [-1.172, 2.399, -0.464], [2.098, 0.231, -0.022], [-2.117, -1.863, -0.626], [2.497, 0.154, 1.314], [-2.152, 1.638, 0.135], [-0.316, -0.837, 0.679], [2.709, -0.572, -0.884], [-3.272, 0.192, 0.889], [-1.026, 3.250, 0.234], [-1.430, 2.756, -1.477], [-1.918, -2.735, -0.096], [-1.913, -1.964, -1.670], [-3.147, -1.711, -0.713], [3.326, 0.900, 1.521], [2.765, -0.990, 1.416], [1.685, 0.427, 2.068], [0.135, -1.679, 0.487], [3.389, -1.245, -0.429], [2.549, -0.702, -1.883]]}

{"formula": "C3H5N3", "method": "ωB97M-V/def2-TZVPD", "gap_ev": 10.21, "lumo_energy_ev": 0.290, "homo_ev": -9.92, "symbols": ["C", "N", "C", "N", "C", "N", "H", "H", "H", "H", "H"], "positions_angstrom": [[-0.108, 1.575, 0.022], [-0.497, 0.446, -0.845], [0.209, -0.635, -0.938], [0.849, -1.617, -1.048], [-0.014, -1.182, 1.813], [0.329, -2.222, 1.372], [-0.197, 1.248, 1.061], [-0.781, 2.404, -0.210], [0.917, 1.871, -0.208], [-1.480, 0.342, -1.059], [0.774, -2.231, 0.040]]}

{"formula": "C24H72N4O14", "method": "ωB97M-V/def2-TZVPD", "smiles": "COC[C@H](C)N.COC[C@H](C)N.COC[C@H](C)N.COC[C@H](C)N.OCCO.OCCO.OCCO.OCCO.O.O", "gap_ev": 9.30, "lumo_energy_ev": 0.375, "homo_ev": -8.92, "symbols": ["O", "H", "H", "O", "H", "H", "C", "C", "C", "O", "C", "N", "H", "H", "H", "H", "H", "H", "H", "H", "H", "H", "H", "C", "C", "C", "O", "C", "N", "H", "H", "H", "H", "H", "H", "H", "H", "H", "H", "H", "C", "C", "C", "O", "C", "N", "H", "H", "H", "H", "H", "H", "H", "H", "H", "H", "H", "C", "C", "C", "O", "C", "N", "H", "H", "H", "H", "H", "H", "H", "H", "H", "H", "H", "C", "C", "O", "O", "H", "H", "H", "H", "H", "H", "C", "C", "O", "O", "H", "H", "H", "H", "H", "H", "C", "C", "O", "O", "H", "H", "H", "H", "H", "H", "C", "C", "O", "O", "H", "H", "H", "H", "H", "H"], "positions_angstrom": [[2.786, -2.175, -4.436], [3.013, -3.073, -4.659], [2.357, -2.294, -3.550], [2.835, 1.956, 0.073], [1.975, 1.507, 0.175], [2.696, 2.746, -0.456], [-1.158, 2.562, 4.508], [0.236, 2.850, 3.969], [1.036, 1.579, 3.669], [1.462, 0.738, 4.731], [2.705, 1.073, 5.228], [0.058, 3.591, 2.728], [-1.649, 2.030, 3.716], [-1.619, 3.520, 4.706], [-1.067, 1.945, 5.411], [0.722, 3.568, 4.654], [1.976, 1.921, 3.127], [0.430, 1.040, 2.909], [3.486, 0.935, 4.463], [2.941, 0.383, 6.087], [2.739, 2.096, 5.601], [0.861, 4.048, 2.388], [-0.262, 2.906, 2.036], [-1.871, -1.336, 5.601], [-2.880, -0.810, 4.557], [-3.176, -1.730, 3.323], [-1.997, -2.452, 2.908], [-1.207, -1.445, 2.330], [-4.195, -0.585, 5.087], [-2.212, -2.313, 5.990], [-1.781, -0.610, 6.381], [-0.893, -1.522, 5.181], [-2.605, 0.162, 4.154], [-3.608, -1.096, 2.491], [-3.931, -2.465, 3.636], [-0.292, -1.892, 1.956], [-0.905, -0.638, 3.015], [-1.727, -0.946, 1.500], [-4.471, -1.356, 5.647], [-4.271, 0.291, 5.591], [-5.259, 1.237, 0.629], [-3.933, 1.487, 0.005], [-2.948, 1.731, 1.089], [-1.595, 1.859, 0.604], [-1.358, 2.923, -0.224], [-3.463, 0.418, -0.953], [-5.741, 2.154, 0.886], [-5.223, 0.534, 1.486], [-5.874, 0.810, -0.131], [-4.042, 2.379, -0.638], [-2.888, 0.905, 1.795], [-3.209, 2.658, 1.679], [-0.268, 3.176, -0.263], [-1.748, 3.867, 0.166], [-1.624, 2.784, -1.291], [-2.402, 0.420, -1.027], [-3.590, -0.448, -0.439], [-0.080, 0.673, -5.619], [-1.425, 1.181, -5.127], [-2.184, 1.821, -6.273], [-1.342, 2.679, -7.091], [-0.829, 3.766, -6.393], [-2.295, 0.138, -4.512], [0.548, 1.441, -6.121], [-0.232, -0.078, -6.389], [0.561, 0.219, -4.847], [-1.308, 1.951, -4.372], [-3.065, 2.394, -5.955], [-2.522, 1.052, -6.945], [-1.510, 4.185, -5.610], [-0.623, 4.520, -7.136], [0.122, 3.526, -5.865], [-3.229, 0.477, -4.301], [-2.337, -0.718, -5.064], [5.208, -0.390, -0.680], [6.291, -1.189, -0.068], [6.286, -1.123, 1.352], [5.492, 1.030, -0.580], [4.291, -0.597, -0.190], [5.123, -0.703, -1.738], [7.270, -0.894, -0.432], [6.266, -2.276, -0.257], [6.754, -0.320, 1.554], [4.628, 1.475, -0.390], [-0.020, -3.298, -3.552], [-0.624, -4.509, -4.222], [-1.457, -5.094, -3.241], [1.195, -3.499, -2.757], [-0.767, -2.976, -2.826], [0.177, -2.461, -4.225], [0.221, -5.181, -4.487], [-1.178, -4.157, -5.114], [-1.758, -5.967, -3.471], [1.021, -3.484, -1.831], [0.603, -0.185, -2.124], [0.973, -0.916, -0.846], [0.662, -0.048, 0.253], [-0.711, 0.280, -2.084], [0.727, -0.797, -3.016], [1.334, 0.616, -2.195], [2.067, -1.057, -0.809], [0.516, -1.898, -0.699], [-0.153, 0.447, 0.070], [-1.204, 0.036, -2.907], [2.832, -3.063, 1.737], [2.698, -1.760, 2.543], [3.930, -1.242, 2.957], [3.413, -2.847, 0.397], [1.916, -3.679, 1.612], [3.585, -3.612, 2.300], [2.074, -1.891, 3.438], [2.166, -1.010, 1.981], [4.489, -1.039, 2.192], [4.036, -3.555, 0.173]]}

{"formula": "C14H26AlBeBr3ClF3N2NaO5", "method": "ωB97M-V/def2-TZVPD", "gap_ev": 1.26, "lumo_energy_ev": -13.609, "homo_ev": -14.87, "total_charge": 3, "symbols": ["C", "C", "C", "C", "O", "C", "O", "O", "F", "H", "H", "H", "H", "H", "H", "H", "H", "H", "F", "Be", "C", "Br", "Br", "Br", "H", "C", "O", "H", "H", "H", "H", "C", "C", "O", "N", "C", "H", "H", "H", "H", "H", "H", "H", "N", "C", "C", "C", "C", "H", "H", "H", "H", "H", "F", "Cl", "Na", "Al"], "positions_angstrom": [[0.987, -2.449, 1.521], [-0.361, -1.769, 0.806], [-1.226, -1.082, 2.018], [-2.821, -0.871, 1.702], [-3.324, -1.589, 0.521], [-3.608, -3.005, 0.802], [-3.527, -3.873, -0.241], [-3.936, -3.595, 2.109], [-2.762, -3.886, 2.683], [0.574, -3.298, 2.250], [1.431, -1.598, 2.223], [1.758, -2.852, 0.738], [-0.896, -2.649, 0.249], [0.025, -1.026, -0.013], [-0.736, -0.013, 2.220], [-1.037, -1.725, 3.001], [-3.434, -1.102, 2.699], [-2.985, 0.295, 1.510], [-0.536, 1.597, 2.991], [-1.736, -5.761, 3.322], [4.894, -1.436, 3.545], [6.519, -1.094, 2.533], [3.547, -0.067, 3.234], [4.199, -3.223, 3.218], [5.161, -1.386, 4.606], [-7.021, -4.174, -0.719], [-6.817, -5.273, 0.150], [-7.998, -4.277, -1.198], [-6.995, -3.245, -0.145], [-6.242, -4.164, -1.485], [-5.943, -5.154, 0.560], [2.262, 4.187, 1.553], [1.610, 2.985, 0.930], [1.390, 1.957, 1.568], [1.258, 3.053, -0.386], [1.427, 4.154, -1.303], [2.482, 3.978, 2.604], [3.202, 4.412, 1.042], [1.587, 5.046, 1.507], [0.825, 2.203, -0.730], [0.440, 4.437, -1.677], [2.040, 3.808, -2.138], [1.901, 5.018, -0.834], [2.868, 3.751, -5.175], [2.738, 4.919, -5.882], [1.573, 4.847, -6.611], [0.976, 3.595, -6.331], [1.795, 2.940, -5.439], [3.635, 3.524, -4.555], [3.485, 5.698, -5.806], [1.193, 5.614, -7.274], [0.048, 3.213, -6.735], [1.707, 1.969, -4.971], [1.102, -5.497, 2.811], [2.902, -5.625, 2.244], [-1.598, -0.383, -1.067], [2.002, -0.061, 5.244]]}

{"formula": "C5H11NO2", "method": "ωB97M-V/def2-TZVPD", "gap_ev": 4.86, "lumo_energy_ev": -3.724, "homo_ev": -8.58, "symbols": ["C", "C", "C", "C", "C", "O", "O", "N", "H", "H", "H", "H", "H", "H", "H", "H", "H", "H", "H"], "positions_angstrom": [[1.954, 1.109, 1.777], [0.955, 1.909, 2.378], [-1.194, -0.776, -0.702], [-1.057, -0.998, -2.171], [-0.120, 0.090, -1.465], [-0.400, 1.273, -1.676], [-0.325, -3.376, -1.326], [0.196, 1.452, 3.335], [0.289, 0.496, 1.468], [2.420, 0.247, 2.259], [2.509, 1.526, 0.941], [0.784, 2.928, 2.010], [-2.044, -0.194, -0.331], [-0.919, -1.653, -0.105], [-0.696, -2.002, -2.419], [-1.634, -0.518, -2.945], [0.931, -0.210, -1.353], [-0.032, -4.294, -1.292], [-0.207, 2.191, 3.899]]}

{"formula": "C5H8N2", "method": "ωB97M-V/def2-TZVPD", "smiles": "CCc1c[nH]cn1", "gap_ev": 9.52, "lumo_energy_ev": 0.943, "homo_ev": -8.58, "symbols": ["C", "C", "C", "C", "N", "C", "N", "H", "H", "H", "H", "H", "H", "H", "H"], "positions_angstrom": [[0.810, 1.946, 0.700], [-0.394, 1.330, -0.070], [-0.325, -0.126, -0.304], [-0.617, -1.126, 0.581], [-0.196, -2.289, -0.023], [0.239, -1.956, -1.262], [0.206, -0.669, -1.458], [0.446, 2.791, 1.283], [1.557, 2.329, 0.008], [1.233, 1.205, 1.375], [-1.299, 1.645, 0.453], [-0.457, 1.879, -1.014], [-1.234, -1.081, 1.461], [-0.401, -3.215, 0.321], [0.432, -2.663, -2.053]]}